{"formula": "C63H155N8O20V", "method": "ωB97M-V with the def2-TZVPD basis set", "symbols": ["O", "V", "C", "C", "C", "C", "C", "C", "N", "O", "C", "C", "C", "H", "H", "H", "H", "H", "H", "H", "H", "H", "H", "H", "H", "H", "H", "H", "H", "H", "H", "C", "C", "C", "O", "H", "H", "H", "H", "H", "H", "H", "H", "C", "C", "C", "O", "H", "H", "H", "H", "H", "H", "H", "H", "C", "C", "C", "O", "H", "H", "H", "H", "H", "H", "H", "H", "C", "C", "C", "O", "H", "H", "H", "H", "H", "H", "H", "H", "C", "O", "C", "C", "N", "C", "C", "O", "C", "H", "H", "H", "H", "H", "H", "H", "H", "H", "H", "H", "H", "H", "H", "H", "C", "O", "C", "C", "N", "C", "C", "O", "C", "H", "H", "H", "H", "H", "H", "H", "H", "H", "H", "H", "H", "H", "H", "H", "C", "O", "C", "C", "N", "C", "C", "O", "C", "H", "H", "H", "H", "H", "H", "H", "H", "H", "H", "H", "H", "H", "H", "H", "C", "O", "C", "C", "N", "C", "C", "O", "C", "H", "H", "H", "H", "H", "H", "H", "H", "H", "H", "H", "H", "H", "H", "H", "C", "O", "C", "C", "N", "C", "C", "O", "C", "H", "H", "H", "H", "H", "H", "H", "H", "H", "H", "H", "H", "H", "H", "H", "C", "O", "C", "C", "N", "C", "C", "O", "C", "H", "H", "H", "H", "H", "H", "H", "H", "H", "H", "H", "H", "H", "H", "H", "C", "O", "C", "C", "N", "C", "C", "O", "C", "H", "H", "H", "H", "H", "H", "H", "H", "H", "H", "H", "H", "H", "H", "H"], "xyz": [[-4.99197, -0.91969, 0.44313], [-4.77644, -0.14776, -0.93417], [-0.20037, 0.98455, -2.41746], [-0.19476, -0.35499, -1.73337], [1.29575, -0.74053, -1.38563], [1.79462, -0.07387, -0.10725], [0.79746, -0.20504, 1.07099], [-0.60494, 0.24663, 0.72465], [-1.06953, -0.35525, -0.55537], [-2.50457, -0.30289, -0.81536], [-0.68489, 1.85934, 0.66180], [-1.45571, -0.20472, 1.91058], [-0.63218, -1.42519, -2.78842], [-1.20642, 1.31379, -2.67739], [0.42230, 0.87898, -3.30585], [0.24478, 1.72344, -1.75114], [1.98365, -0.45483, -2.18141], [1.40345, -1.82512, -1.39841], [1.95268, 0.99148, -0.27506], [2.76592, -0.49541, 0.15158], [1.12812, 0.32004, 1.96712], [0.87507, -1.25971, 1.33509], [0.19827, 2.38326, 0.29624], [-0.86869, 2.27827, 1.65115], [-1.45843, 2.10236, -0.06668], [-2.39755, 0.33739, 1.82591], [-0.97858, 0.00636, 2.86760], [-1.70432, -1.26076, 1.80537], [-1.52623, -1.14696, -3.34641], [-0.81073, -2.35365, -2.24604], [0.11876, -1.69642, -3.53047], [2.58257, 3.25192, -4.39869], [2.58031, 4.64696, -3.84648], [3.82727, 5.02661, -3.08453], [2.59420, 5.50078, -4.96413], [1.77606, 2.99826, -5.08667], [2.59228, 2.53062, -3.58154], [3.42188, 3.12185, -5.08188], [1.76353, 4.88256, -3.16422], [3.99400, 6.05912, -2.77757], [4.68650, 4.88115, -3.73925], [3.93650, 4.44205, -2.17104], [1.86050, 5.30603, -5.55180], [-1.90922, -4.09243, 4.52571], [-2.65989, -3.02226, 5.31475], [-3.11052, -3.41142, 6.67919], [-1.88035, -1.83634, 5.31885], [-1.71293, -3.66122, 3.54406], [-2.56940, -4.93221, 4.30879], [-1.00837, -4.46269, 5.01506], [-3.57730, -2.77959, 4.77848], [-3.74239, -2.64254, 7.12381], [-2.30230, -3.62585, 7.37841], [-3.69945, -4.31778, 6.53859], [-1.14773, -2.12950, 5.86559], [4.41056, -3.04461, -0.54886], [5.42808, -1.97396, -0.25016], [6.38439, -2.46646, 0.83502], [6.11163, -1.85488, -1.40581], [3.65027, -2.83247, -1.30056], [3.76177, -3.24906, 0.30282], [4.91914, -3.98064, -0.77971], [4.95782, -1.06727, 0.13047], [7.14408, -1.75463, 1.15793], [6.89272, -3.38725, 0.54895], [5.89619, -2.74476, 1.76899], [6.39571, -2.72937, -1.68180], [3.66317, 2.81665, 1.46126], [4.91148, 2.75970, 0.55357], [4.52294, 2.18946, -0.79890], [5.40185, 4.06863, 0.39417], [2.76136, 3.10194, 0.91957], [3.87537, 3.55788, 2.23175], [3.38884, 1.84079, 1.86194], [5.71554, 2.17445, 0.99975], [4.27764, 1.13704, -0.65629], [5.28249, 2.26081, -1.57742], [3.62456, 2.67828, -1.17583], [5.63100, 4.35086, 1.28268], [-7.85341, 0.97034, -0.79503], [-6.87678, -0.03633, -1.16494], [-7.38418, -1.25111, -1.68037], [-6.37172, -1.91465, -2.71139], [-5.06100, -1.96812, -2.14673], [-4.04857, -2.36922, -3.11907], [-4.27311, -3.72865, -3.89983], [-4.20907, -4.81399, -2.92588], [-4.57528, -6.07552, -3.39310], [-8.28169, 1.28225, -1.74760], [-7.26483, 1.80677, -0.41812], [-8.56009, 0.50441, -0.10829], [-8.32265, -1.02173, -2.18511], [-7.58045, -1.97298, -0.88760], [-6.51055, -1.28052, -3.58700], [-6.62803, -2.96766, -2.82795], [-5.07000, -2.80768, -1.58534], [-3.11285, -2.54077, -2.58701], [-3.78970, -1.64905, -3.89524], [-3.43934, -3.83568, -4.59371], [-5.16375, -3.77061, -4.52681], [-3.97888, -6.38531, -4.25126], [-5.61336, -6.07845, -3.72548], [-4.38593, -6.76096, -2.56700], [2.40111, -1.49814, -5.17636], [3.77813, -1.70761, -5.43243], [4.65224, -1.50946, -4.32382], [6.04782, -1.90581, -4.80801], [6.19366, -3.33555, -5.06885], [7.47928, -3.62778, -5.63973], [7.49589, -5.12119, -6.08867], [6.50194, -5.34287, -7.11587], [6.21564, -6.71334, -7.16136], [1.89715, -1.85106, -6.07613], [2.34759, -0.43275, -4.95233], [2.01524, -2.05950, -4.32543], [4.36899, -2.12285, -3.46846], [4.67629, -0.46313, -4.01932], [6.75770, -1.67600, -4.01342], [6.24340, -1.32187, -5.70738], [5.43381, -3.61500, -5.67270], [8.33145, -3.29008, -5.04994], [7.62464, -3.04766, -6.55101], [7.29771, -5.69712, -5.18472], [8.48296, -5.46938, -6.39291], [7.06890, -7.25190, -7.57367], [5.38710, -6.81945, -7.86161], [6.01849, -7.17021, -6.19156], [-5.47045, 7.47009, 5.63521], [-5.18005, 6.12656, 5.97723], [-5.61396, 5.19848, 4.98855], [-4.79049, 3.89280, 4.97041], [-3.34030, 4.17483, 4.78577], [-2.48865, 2.96725, 4.75920], [-2.65732, 2.06847, 6.03164], [-3.84032, 1.24869, 5.84283], [-4.33965, 0.71913, 7.06973], [-6.46132, 7.57051, 5.19228], [-4.70101, 7.96645, 5.04387], [-5.45960, 8.08102, 6.53784], [-5.61086, 5.57112, 3.96424], [-6.64953, 4.91138, 5.17093], [-5.08642, 3.44550, 4.02150], [-5.09470, 3.32916, 5.85238], [-3.15180, 4.72175, 5.61369], [-1.42513, 3.17074, 4.63427], [-2.85110, 2.41080, 3.89484], [-2.79891, 2.63206, 6.95382], [-1.83945, 1.36340, 6.18018], [-4.35338, 1.38615, 7.93170], [-3.79107, -0.16115, 7.40480], [-5.36019, 0.42314, 6.82687], [0.29347, 5.53211, -0.63807], [1.09679, 6.23021, 0.26939], [2.51326, 6.25383, -0.10306], [3.39954, 6.76411, 1.03255], [4.77146, 6.99084, 0.50513], [5.61239, 7.53467, 1.59216], [5.66463, 6.64482, 2.87243], [5.99677, 5.30140, 2.62183], [6.18264, 4.57469, 3.86630], [-0.68254, 5.73588, -0.19763], [0.53919, 4.48110, -0.79005], [0.33295, 6.03334, -1.60518], [2.74531, 6.84007, -0.99220], [2.80999, 5.24915, -0.40415], [3.38191, 5.95703, 1.76495], [2.98214, 7.62312, 1.55790], [5.12614, 6.08460, 0.23489], [5.28014, 8.51698, 1.92801], [6.63161, 7.61309, 1.21384], [4.69118, 6.73179, 3.35508], [6.41896, 7.06162, 3.53978], [6.53065, 3.57508, 3.60597], [5.23162, 4.36730, 4.35688], [6.81340, 5.03753, 4.62525], [-4.31918, 2.38786, 1.23813], [-4.60813, 1.88921, -0.04468], [-4.16760, 2.83683, -1.01454], [-4.72358, 2.53079, -2.42526], [-4.49229, 1.13808, -2.85599], [-5.11800, 0.97604, -4.18002], [-4.20021, 1.62110, -5.30222], [-2.90335, 1.24130, -4.98546], [-1.90709, 1.71208, -5.82334], [-4.47467, 1.64697, 2.02236], [-4.91146, 3.26975, 1.48219], [-3.29924, 2.73502, 1.40339], [-3.08049, 2.77420, -1.06328], [-4.35413, 3.89098, -0.80942], [-4.30142, 3.18748, -3.18594], [-5.79505, 2.72803, -2.45931], [-3.52811, 1.00037, -3.12339], [-6.15122, 1.29412, -4.31922], [-5.10722, -0.03129, -4.59628], [-4.22303, 2.71077, -5.28768], [-4.56205, 1.30177, -6.27956], [-1.87305, 2.79297, -5.95982], [-2.05092, 1.26016, -6.80476], [-0.95740, 1.46163, -5.35063], [-0.21157, -3.79756, 0.72925], [-0.83371, -5.05672, 0.40212], [-1.10091, -5.38254, -0.95232], [0.13883, -5.51002, -1.78372], [-0.25496, -6.06146, -3.08556], [-0.77250, -5.06034, -4.04251], [-1.09244, -5.72930, -5.43304], [-1.66330, -4.80351, -6.35943], [-2.14126, -5.30896, -7.61263], [0.74512, -3.60166, 0.24503], [-0.02153, -3.72430, 1.80006], [-0.81874, -2.97027, 0.36179], [-1.77336, -4.58758, -1.27472], [-1.61824, -6.34148, -0.92253], [0.76757, -6.25827, -1.30112], [0.68669, -4.56776, -1.79322], [0.60778, -6.40592, -3.48195], [-0.03745, -4.27288, -4.20901], [-1.68694, -4.57608, -3.69986], [-1.69894, -6.62165, -5.27822], [-0.15825, -6.13867, -5.81749], [-2.90086, -6.08658, -7.53254], [-1.30372, -5.64817, -8.22219], [-2.66802, -4.50189, -8.12179], [-1.33638, 0.61095, 9.74722], [-0.22467, -0.20100, 9.21578], [-0.66668, -1.57234, 8.95891], [0.48406, -2.40909, 8.25044], [0.44640, -2.36287, 6.79224], [1.07058, -1.14888, 6.24508], [1.41070, -1.24666, 4.74122], [2.32234, -2.30109, 4.64103], [2.58745, -2.71631, 3.35060], [-0.88740, 1.56728, 10.01546], [-1.81215, 0.24825, 10.65837], [-2.08397, 0.74689, 8.96573], [-1.65872, -1.70262, 8.52649], [-0.83188, -1.97757, 9.95721], [0.33167, -3.48195, 8.36807], [1.47604, -2.29420, 8.68735], [1.00763, -3.12596, 6.44179], [1.99706, -0.91537, 6.76968], [0.42039, -0.29381, 6.43003], [1.85368, -0.29502, 4.44754], [0.45873, -1.38835, 4.22959], [1.68884, -3.21624, 2.98911], [3.44324, -3.39121, 3.36579], [2.83316, -1.97225, 2.59291]], "forces_ev_per_a": [[0.544, 1.360, -2.194], [0.252, -1.851, 3.174], [0.173, 0.781, 0.365], [1.010, -1.672, -2.017], [-0.525, 0.312, 0.735], [-0.399, 0.406, 0.576], [1.623, -0.849, -1.444], [0.078, 1.201, 1.170], [-4.445, 0.653, -0.310], [4.601, 0.018, 0.397], [0.171, -1.074, -0.659], [-1.251, 0.086, -1.070], [-0.570, -0.183, 0.874], [-0.045, -0.061, -0.134], [-0.124, 0.225, -0.051], [0.062, 0.212, -0.300], [-0.413, 0.363, -0.385], [-0.262, -0.184, 0.581], [0.159, 0.056, -0.261], [-0.013, 0.029, 0.141], [-0.001, 0.279, -0.174], [-0.753, -0.213, 0.230], [0.313, -0.455, -0.003], [-0.319, -0.251, -0.017], [-0.257, 0.163, 0.410], [-0.178, -0.082, 0.464], [-0.026, -0.033, -0.178], [0.188, -0.079, 0.304], [-0.053, 0.128, 0.176], [-0.263, -0.165, -0.002], [0.341, 0.584, 0.232], [0.202, -0.868, 0.219], [0.422, 1.052, -0.226], [1.249, -0.486, 0.144], [-0.308, 1.103, -0.521], [-0.734, 0.341, 0.347], [0.180, -0.360, -0.116], [0.539, -0.006, 0.516], [-0.685, -0.269, -0.165], [-0.984, 0.226, -0.162], [0.158, -0.516, 0.030], [0.159, -0.134, -0.190], [-0.096, -0.035, -0.009], [-0.893, -0.076, -0.254], [-0.011, 0.433, -0.905], [-0.240, -0.603, 0.530], [-0.662, 0.156, -0.246], [0.472, 0.011, 0.027], [0.027, -0.255, 0.229], [0.054, 0.166, -0.028], [-0.032, 0.047, -0.361], [-0.024, 0.018, -0.053], [0.160, -0.082, -0.097], [-0.148, -0.104, 0.407], [1.153, 0.355, 0.627], [-1.718, -0.590, 1.304], [-0.470, -2.014, 1.987], [0.012, -0.290, 1.158], [1.614, 2.062, -2.552], [0.530, 0.382, -0.591], [0.138, -0.224, 0.548], [-0.028, -0.036, -0.177], [0.127, 0.449, -0.680], [0.007, 0.240, -0.501], [0.088, 0.017, -0.404], [-0.475, 0.084, 0.047], [0.116, -0.085, -0.122], [0.370, -0.389, -0.142], [-0.847, 0.183, -0.490], [0.039, -0.364, 0.027], [-0.185, -0.329, -0.941], [0.123, 0.525, -0.281], [-0.347, -0.258, 0.307], [0.346, -0.118, 0.437], [-0.101, -0.430, 0.164], [0.045, -0.146, -0.144], [0.189, 0.073, 0.230], [-0.071, 0.108, 0.039], [0.343, 0.731, 0.386], [0.688, -0.300, -0.823], [1.584, 0.231, -0.367], [-0.005, -1.489, -0.842], [-2.823, 0.909, 1.096], [1.384, 0.888, 0.073], [1.451, -1.726, -1.652], [0.396, -0.273, 1.415], [-0.094, 2.474, -0.225], [-0.021, -0.483, -0.443], [-0.572, 0.070, 0.248], [-0.342, -0.187, 0.457], [-0.003, 0.479, 0.054], [-0.032, -0.221, -0.117], [-0.040, 0.219, 0.367], [0.767, -0.554, -0.330], [-0.875, 0.289, -0.725], [0.026, 0.024, 1.067], [-0.124, 0.115, 0.253], [-0.507, 0.499, 0.215], [0.207, 0.126, -0.103], [-0.419, -0.002, 0.255], [0.269, -0.016, -0.073], [-0.255, -0.204, 0.206], [-0.276, -0.066, -0.170], [1.370, 0.081, -0.175], [-0.075, -0.676, 0.287], [0.481, -0.504, -0.683], [-0.385, -0.335, 0.546], [-0.602, 0.654, 1.141], [-0.167, -0.990, -2.115], [0.101, 1.069, 0.621], [0.872, 0.495, 1.742], [0.095, -0.316, -0.995], [-0.272, 0.519, 0.070], [-0.941, 0.306, -0.171], [0.180, -0.285, 0.275], [-0.192, -0.122, 0.079], [-0.136, 0.278, 0.061], [0.099, 0.444, -0.116], [0.285, 0.303, -0.113], [0.202, -0.273, -0.349], [-0.177, -0.587, 0.661], [-0.013, 0.243, -0.526], [-0.555, -0.305, 0.019], [0.141, 0.259, -0.485], [0.166, -0.201, -0.144], [-0.099, -0.235, 0.229], [-0.364, 0.224, 0.182], [0.003, 0.550, 0.706], [0.127, -0.327, -0.756], [0.379, -0.487, -0.082], [0.174, 1.304, -0.668], [-0.459, -0.116, 0.729], [-1.172, -0.332, 1.451], [-0.863, -0.918, -1.082], [0.457, 0.707, 0.796], [-0.310, -0.509, -0.723], [0.022, -0.008, -0.203], [0.060, -0.475, -0.650], [-0.224, -0.345, 0.324], [0.347, 0.736, 0.007], [-0.266, -0.006, 0.225], [-0.445, -0.754, 0.298], [0.415, -0.432, -0.156], [0.737, 0.339, 0.043], [-0.109, 0.495, -0.099], [0.243, -0.444, -0.033], [0.182, 0.463, -0.047], [0.461, 0.142, -0.061], [0.023, 0.619, -0.239], [0.241, -0.210, -0.223], [-0.027, -0.095, 0.295], [-0.246, 1.512, 0.203], [2.206, -0.045, 0.069], [-0.601, 0.237, 0.029], [-0.005, -1.146, -0.546], [-1.068, 0.939, 1.360], [0.535, -1.623, 0.021], [-0.183, 1.367, -0.403], [0.504, -0.523, 1.441], [-0.740, -0.649, -0.693], [-0.413, -0.756, -0.398], [0.073, -0.310, 0.302], [-0.075, -0.075, -0.380], [-0.649, 0.497, -0.142], [0.094, -0.362, 0.336], [0.122, -0.146, 0.407], [0.091, 0.341, -0.460], [0.181, -0.095, -0.157], [-0.126, 0.043, -0.244], [-0.004, 0.187, -0.099], [-0.117, -0.268, 0.322], [0.027, 0.188, 0.149], [0.480, 0.206, -0.108], [-0.415, 0.411, -0.026], [0.325, 0.320, -0.504], [0.249, 0.418, 2.384], [-0.425, -0.080, -1.344], [0.943, 0.044, -2.211], [0.065, 0.184, 0.644], [-1.332, -0.470, 0.115], [0.868, -0.159, -2.597], [-1.044, 0.920, 1.095], [-0.447, -0.814, 1.158], [0.941, 0.181, -0.786], [-0.336, -0.274, -0.392], [-0.462, -0.095, -0.296], [0.345, -0.255, -0.732], [0.184, -0.112, 0.035], [-0.603, -0.167, 0.617], [0.278, 0.384, 0.393], [-0.136, -0.198, 0.147], [0.900, 0.175, 0.378], [0.072, 0.412, 0.645], [0.016, -0.514, 1.042], [-0.313, 0.289, -0.118], [0.161, -0.252, -0.144], [-0.489, 0.282, 0.174], [0.491, -0.065, -0.153], [-0.002, -0.329, -0.343], [-0.345, -0.641, -1.103], [1.011, 0.391, 1.434], [-0.094, 0.922, 1.182], [-0.588, -0.665, -0.144], [0.196, 0.757, -0.579], [-0.232, -0.443, -1.106], [0.504, -0.062, 0.412], [-0.372, 0.054, 0.668], [0.193, 0.152, 0.348], [0.409, -0.549, -0.188], [-0.498, -0.258, -0.077], [-0.565, 0.263, 0.244], [-0.295, -0.046, -0.786], [-0.082, 0.148, -0.077], [0.119, 0.049, 0.034], [0.196, 0.277, -0.398], [-0.005, -0.355, -0.317], [0.150, 0.309, -0.125], [-0.008, -0.217, 0.379], [-0.550, 0.099, 0.087], [0.324, 0.125, -0.284], [0.196, -0.398, 0.426], [-0.054, -0.114, -0.094], [0.373, 0.256, 0.090], [1.449, -0.198, -0.679], [-1.966, -0.355, -0.165], [1.939, -0.156, 1.114], [-1.671, -0.545, 0.073], [0.665, 1.163, -0.732], [0.199, 0.477, -0.258], [-0.699, 0.237, 1.956], [0.409, 0.447, 0.263], [-0.135, -0.938, -0.761], [-0.033, 0.010, -0.223], [0.158, -0.621, -0.030], [-0.092, 0.020, 0.018], [0.173, 0.572, -0.906], [0.282, -0.465, 0.217], [-0.644, -0.047, 0.913], [0.059, 0.882, 0.062], [0.044, -0.282, -0.033], [0.258, -0.065, 0.157], [-0.195, 0.020, -0.110], [0.146, 0.149, -0.263], [0.013, -0.434, -0.570], [0.046, -0.433, -0.366], [-0.207, -0.204, 0.120], [0.074, 0.812, 0.273]], "mulliken_spin": [-0.293, 1.276, 0.036, -0.042, 0.032, 0.007, 0.016, -0.008, 0.548, 0.384, 0.021, 0.032, 0.007, 0.017, -0.007, 0.005, 0.003, -0.011, 0.002, -0.001, 0.004, -0.015, 0.019, -0.013, 0.019, 0.001, -0.007, -0.011, -0.010, 0.002, -0.005, -0.001, -0.001, 0.000, 0.000, 0.000, 0.001, 0.000, 0.001, 0.000, 0.000, 0.000, 0.000, 0.000, 0.000, 0.000, -0.001, 0.000, 0.000, 0.000, 0.000, 0.000, 0.000, 0.000, 0.000, 0.000, 0.001, 0.000, 0.000, 0.000, 0.000, 0.000, -0.001, 0.000, 0.000, 0.000, 0.000, 0.001, 0.000, 0.000, 0.000, 0.000, 0.000, 0.000, 0.000, 0.000, 0.000, 0.000, 0.000, 0.008, 0.001, -0.005, 0.011, -0.026, -0.003, 0.000, 0.001, 0.000, 0.001, -0.006, 0.001, 0.002, -0.003, -0.008, 0.005, 0.024, 0.008, -0.006, 0.000, 0.000, 0.000, 0.000, 0.000, 0.000, 0.000, 0.000, 0.000, 0.000, 0.000, 0.000, 0.000, 0.000, 0.000, 0.000, 0.000, 0.000, 0.000, 0.000, 0.000, 0.000, 0.000, 0.000, 0.000, 0.000, 0.000, 0.000, 0.000, 0.000, 0.000, 0.000, 0.000, 0.000, 0.000, 0.000, 0.000, 0.000, 0.000, 0.000, 0.000, 0.000, 0.000, 0.000, 0.000, 0.000, 0.000, 0.000, 0.000, 0.000, 0.000, 0.000, 0.000, 0.000, 0.000, 0.000, 0.000, 0.000, 0.000, 0.000, 0.000, 0.000, 0.000, 0.001, 0.000, 0.000, 0.000, 0.000, 0.000, 0.000, 0.000, 0.000, 0.000, 0.000, 0.000, 0.000, 0.000, 0.007, -0.016, 0.023, 0.000, -0.013, 0.010, -0.001, -0.001, 0.000, -0.001, 0.003, 0.000, -0.010, 0.001, 0.001, -0.006, -0.012, 0.001, 0.000, 0.000, 0.000, 0.000, 0.000, -0.001, 0.003, 0.002, 0.000, 0.000, 0.000, 0.001, 0.000, 0.000, 0.000, -0.003, 0.001, -0.004, 0.001, 0.000, 0.000, 0.000, 0.000, 0.000, 0.000, 0.000, 0.000, 0.000, 0.000, 0.000, 0.000, 0.000, 0.000, 0.000, 0.000, 0.000, 0.000, 0.000, 0.000, 0.000, 0.000, 0.000, 0.000, 0.000, 0.000, 0.000, 0.000, 0.000, 0.000, 0.000, 0.000, 0.000, 0.000, 0.000], "homo_ha": [-0.41477, -0.41477], "s2": 2.05, "total_charge": 2, "homo_lumo_gap_ev": [5.3, 4.8], "spin_multiplicity": 3, "lumo_energy_ev": [-6.0, -6.5]}